C13H8F6N2O4PtS5 | ωB97M-V with the def2-TZVPD basis set

Calculated values
2S+1: 5
energy above the lowest of the compared OMol25 structures with the same formula, charge and spin: 0.633 eV
Kohn-Sham gap (spin up / spin down): 7.29 / 5.44 eV
energy: -98502.57409 eV
expectation value of S²: 6.04
E_LUMO (spin up / spin down): -0.806 / -2.873 eV

Element x y z (Å)
Pt 0.692 0.268 -0.016
F 0.469 -0.444 2.553
C 0.713 1.684 3.650
F 1.297 0.876 4.529
F 0.104 2.651 4.338
S 1.917 2.443 2.419
O 2.195 1.438 1.417
O 3.015 2.861 3.218
N 1.000 3.608 1.902
S 0.549 3.797 0.415
O 0.309 2.567 -0.313
O 1.204 4.839 -0.289
C -1.220 4.370 0.715
F -1.327 5.328 1.624
F -1.930 3.316 1.155
F -1.800 4.794 -0.406
S 2.019 -1.760 -0.244
C 1.861 -2.090 -1.937
C 2.543 -3.216 -2.433
C 2.474 -3.567 -3.759
C 1.729 -2.789 -4.651
C 1.056 -1.682 -4.193
C 1.092 -1.312 -2.839
S 0.158 0.075 -2.382
H 3.126 -3.799 -1.741
H 2.996 -4.442 -4.114
H 1.683 -3.058 -5.694
H 0.482 -1.067 -4.868
S -0.647 0.865 2.375
C -1.748 -0.488 1.650
C -2.986 -0.853 2.138
C -3.697 -1.822 1.441
C -3.130 -2.389 0.311
C -1.881 -1.951 -0.106
N -1.226 -1.002 0.548
H -3.372 -0.394 3.033
H -4.674 -2.128 1.779
H -3.643 -3.160 -0.240
H -1.401 -2.366 -0.981

Atom charges from the Mulliken analysis, given in e for atoms 1 to 4: 1.7621, -0.3347, 0.7385, -0.1943